[1]
DFT (ωB97M-V/def2-TZVPD) results for a cluster of 9 separate species, C36H99N9O9 in total in a non-equilibrium geometry.

ORCA input file:
```
! wB97M-V def2-TZVPD RIJCOSX def2/J DEFGRID3
* xyz 0 1
H 35.257 2.908 0.234
H 29.709 10.792 -2.760
H 32.393 12.200 -5.569
C 27.010 8.242 2.511
H 36.924 9.032 -4.137
C 34.667 2.114 -0.226
H 34.485 14.766 -2.277
H 36.013 9.830 5.607
H 36.870 11.825 3.105
H 35.024 7.632 -5.625
O 39.287 13.571 2.002
H 36.198 14.374 -2.421
H 32.411 10.769 -3.778
H 33.108 13.658 -4.073
H 40.170 12.561 0.327
N 31.845 3.168 3.471
H 30.809 9.805 -1.170
H 32.892 8.043 -3.451
C 27.971 9.659 -3.236
H 38.131 12.443 6.023
O 33.314 2.287 0.081
H 37.339 6.876 2.592
H 33.491 1.251 1.901
H 32.012 3.884 1.548
H 31.372 8.057 -5.347
H 37.480 11.243 6.608
H 34.910 11.206 -3.432
H 26.449 7.039 -0.663
N 37.204 12.171 6.320
O 35.483 7.647 -3.635
H 40.208 15.038 0.869
H 28.231 11.907 -1.481
H 29.031 11.077 -0.516
C 29.969 9.207 -1.522
H 33.143 5.905 -5.545
H 32.562 7.360 1.877
H 27.456 8.900 -2.647
H 32.164 12.019 -2.499
H 37.890 7.191 -0.788
H 31.885 5.997 -4.290
H 33.315 12.696 5.292
H 38.125 11.165 4.229
C 35.511 10.685 5.152
C 32.759 6.623 -0.865
N 32.311 8.425 -5.412
H 36.845 10.342 0.821
H 27.201 8.486 -0.209
H 35.647 12.626 -4.118
H 37.434 7.611 -4.773
C 33.181 7.761 -4.464
H 29.231 6.720 1.376
C 36.407 12.051 5.138
H 36.366 6.687 1.291
C 37.446 11.991 4.015
H 32.628 8.406 -6.371
C 32.620 3.298 2.237
H 41.792 7.875 -0.043
H 27.013 7.809 3.511
C 29.021 10.129 -2.236
H 39.477 17.415 1.432
C 37.994 16.094 3.281
H 34.895 7.857 -1.420
H 31.944 6.112 -0.351
H 25.560 8.547 -0.250
N 33.394 12.153 -5.440
H 25.009 6.251 2.638
H 28.105 10.206 -5.830
H 40.154 15.619 3.545
H 35.061 1.207 0.233
O 39.804 7.207 -0.442
H 29.139 6.656 3.173
H 30.180 7.773 2.147
H 38.598 15.088 0.854
C 39.269 12.668 0.931
H 33.200 5.859 -1.506
H 30.377 8.519 -2.263
H 39.027 5.500 1.528
C 39.391 14.884 1.574
C 37.793 4.721 0.027
O 35.516 8.759 0.415
H 30.875 3.156 3.190
N 39.847 17.264 2.360
C 26.349 7.857 0.051
H 35.620 10.869 -0.124
H 38.575 4.437 -0.677
H 29.478 8.595 -0.765
C 35.258 14.065 -1.963
C 38.222 5.925 0.928
H 38.926 11.790 1.478
C 32.900 6.293 -4.556
N 28.330 10.934 -1.230
C 33.301 11.660 5.632
H 33.248 8.722 1.419
H 37.992 12.935 4.008
C 36.890 7.968 -3.899
H 26.521 9.212 2.424
N 25.060 6.796 1.789
H 32.672 11.704 6.521
O 34.961 12.674 -2.137
C 32.347 11.834 -3.557
C 29.038 9.952 -5.326
H 32.265 7.315 -1.546
O 34.455 10.963 6.121
H 34.265 6.642 0.691
O 28.706 9.062 -4.317
H 38.407 12.834 0.285
H 24.388 7.534 1.941
H 33.504 11.152 -5.517
C 32.863 1.997 1.415
H 36.868 4.874 -0.529
H 31.948 1.515 1.068
H 29.505 10.892 -5.033
C 34.833 12.292 -3.474
C 33.406 12.610 -4.112
N 32.666 7.970 1.079
H 33.569 5.107 2.994
H 34.868 2.193 -1.295
H 36.653 9.788 -0.867
H 37.447 7.921 -2.963
O 28.354 8.428 2.249
H 32.970 11.023 4.811
C 33.621 7.365 0.191
H 37.339 15.228 3.378
C 34.516 8.349 -0.524
H 40.450 8.785 0.770
C 39.403 15.905 2.809
C 26.420 7.245 1.480
H 27.279 10.388 -3.657
N 37.081 6.241 1.849
H 41.002 7.197 1.287
H 33.574 5.797 -3.858
C 40.804 7.818 0.413
H 37.669 3.896 0.729
H 34.073 9.305 -0.800
H 31.312 12.014 -3.845
H 35.669 12.852 5.107
H 37.856 16.660 4.202
H 38.351 8.113 0.646
C 29.209 7.301 2.298
C 33.902 4.140 2.618
H 40.841 17.159 2.215
H 35.130 10.372 4.180
H 32.050 4.057 3.905
H 27.107 6.409 1.613
C 34.684 8.172 -4.741
H 34.762 9.249 -4.895
H 29.758 9.584 -6.057
H 35.383 14.210 -0.890
H 37.427 16.702 2.576
C 38.527 7.188 0.097
H 34.634 3.755 3.328
H 34.519 4.241 1.726
C 36.148 9.939 0.087
*
```

Calculated values
Energy   -70765.205 eV
HOMO level   -0.31866 hartree
SMILES   COC[C@H](C)N.COC[C@H](C)N.COC[C@H](C)N.COC[C@H](C)N.COC[C@H](C)N.COC[C@H](C)N.COC[C@H](C)N.COC[C@H](C)N.COC[C@H](C)N
Energy above the lowest of the compared OMol25 structures with the same formula, charge and spin   163.83 kcal per mole
F_max   5.5 eV/Å

Here are the Mulliken charges for atoms 1 to 2, given in e:
1. H 0.01
2. H -0.66



[2]
DFT (ωB97M-V/def2-TZVPD) results for a cluster of 2 separate species, C4H8ClNSi in total in a non-equilibrium geometry.

ORCA input file:
```
! wB97M-V def2-TZVPD RIJCOSX def2/J DEFGRID3
* xyz 0 1
C -2.393 -2.191 -1.410
C 1.441 -0.690 -1.433
C 0.480 0.247 -1.209
N -2.848 -1.213 -0.995
H 1.982 1.977 0.593
H -0.576 -0.360 1.881
H 1.919 -1.119 -0.642
H 1.249 -0.451 2.177
Si 0.686 1.167 0.471
C 0.411 0.269 1.990
H 1.516 -1.277 -2.435
H 0.359 0.983 2.910
H -3.279 -0.676 -0.309
Cl -0.822 2.554 0.367
H -0.125 0.780 -1.957
*
```

Calculated values
Energy   -26166.645 eV
HOMO level   -0.37755 hartree
Energy above the lowest of the compared OMol25 structures with the same formula, charge and spin   27.22 kcal per mole
F_max   5.2 eV/Å

Here are the natural (NBO) charges for atoms 1 to 2, given in e:
1. C 0.30
2. C -0.34